[1]
Here is a molecular structure, C22H27As2AuIN from the OMol25 dataset. Energies are from ωB97M-V with the def2-TZVPD basis set.

```
! RIJCOSX wB97M-V def2-TZVPD def2/J DEFGRID3
* xyz 2 1
Au 0.227 0.097 0.132
C -1.705 -2.851 -2.116
As -1.374 -1.803 -0.520
C -1.426 -3.173 0.851
C -3.037 -0.823 -0.281
C -4.185 -1.505 0.111
C -5.370 -0.821 0.346
C -5.416 0.555 0.187
C -4.281 1.247 -0.216
C -3.092 0.568 -0.461
As -1.514 1.537 -1.041
C -2.010 3.401 -1.063
C -1.360 1.092 -2.920
H -2.592 -3.453 -1.930
H -0.857 -3.501 -2.311
H -1.878 -2.205 -2.972
H -2.323 -3.781 0.774
H -1.383 -2.717 1.837
H -0.560 -3.817 0.714
H -4.160 -2.579 0.244
H -6.252 -1.363 0.662
H -6.335 1.093 0.377
H -4.337 2.320 -0.335
H -2.937 3.507 -1.619
H -1.224 3.955 -1.570
H -2.130 3.784 -0.054
H -2.362 1.014 -3.331
H -0.833 0.150 -3.052
H -0.811 1.879 -3.430
C 0.028 0.669 2.277
C 1.407 0.607 2.459
C 2.215 1.769 2.283
C 3.568 1.696 2.481
C 4.149 0.471 2.841
C 3.379 -0.686 3.006
C 2.024 -0.629 2.811
H -0.463 1.632 2.218
H -0.585 -0.143 2.660
H 1.743 2.705 2.017
H 4.184 2.579 2.372
H 5.219 0.423 3.008
H 3.853 -1.615 3.295
H 1.409 -1.512 2.949
I 2.317 3.063 -1.134
C 3.184 1.157 -1.143
C 4.501 1.065 -1.564
C 5.099 -0.185 -1.587
C 4.364 -1.293 -1.201
C 3.058 -1.108 -0.801
N 2.459 0.101 -0.763
H 5.041 1.949 -1.870
H 6.127 -0.289 -1.910
H 4.796 -2.285 -1.217
H 2.442 -1.944 -0.499
*
```

Its HOMO-LUMO gap (alpha / beta) is 0.195 / 0.195 Ha. Its LUMO energy (alpha / beta) is -8.466 / -8.466 eV. For the largest force on an atom, the calculation gives 1.12 eV/Å.

***

[2]
Here is a molecular structure, C22H27AsN4O6RuS from the OMol25 dataset. Energies are from ωB97M-V with the def2-TZVPD basis set.

```
! RIJCOSX wB97M-V def2-TZVPD def2/J DEFGRID3
* xyz 1 6
Ru 0.607 -0.120 0.557
O -2.403 -3.240 -0.336
As -1.500 -2.133 -1.333
O -1.136 -2.728 -2.819
O -0.035 -1.841 -0.467
C -2.772 -0.704 -1.761
C -3.460 -0.950 -2.945
C -4.428 -0.052 -3.385
C -4.713 1.097 -2.664
C -4.028 1.368 -1.489
C -3.079 0.461 -1.045
S -2.082 0.880 0.327
O -2.667 1.910 1.115
O -1.781 -0.392 1.006
O -0.770 1.288 -0.338
H -2.147 -3.145 0.591
H -3.235 -1.848 -3.503
H -4.967 -0.260 -4.300
H -5.468 1.789 -3.018
H -4.226 2.259 -0.905
C -0.289 -0.628 3.713
N 0.785 -0.641 2.697
C 2.014 -0.787 3.093
C 3.059 -0.583 2.179
C 4.443 -0.645 2.283
C 4.955 -0.224 1.050
C 3.861 0.075 0.247
N 2.710 -0.139 0.921
C -0.386 0.693 4.443
C -0.336 0.719 5.830
C -0.428 1.924 6.520
C -0.566 3.113 5.823
C -0.612 3.096 4.433
C -0.520 1.893 3.753
H -0.095 -1.416 4.444
H -1.226 -0.854 3.216
H 2.233 -1.048 4.127
H 4.996 -0.961 3.156
H 5.993 -0.122 0.772
H 3.858 0.448 -0.767
H -0.231 -0.210 6.382
H -0.390 1.929 7.601
H -0.637 4.052 6.357
H -0.732 4.019 3.881
H -0.570 1.900 2.673
N 1.345 -0.873 -4.911
C 0.399 0.188 -4.403
C 1.012 0.872 -3.190
N 1.311 -0.108 -2.148
C 2.249 -1.132 -2.620
C 1.726 -1.871 -3.838
H 2.183 -0.426 -5.284
H 0.907 -1.376 -5.682
H -0.518 -0.333 -4.128
H 0.198 0.884 -5.215
H 0.308 1.612 -2.812
H 1.932 1.397 -3.466
H 0.453 -0.593 -1.926
H 2.396 -1.869 -1.833
H 3.214 -0.655 -2.819
H 0.814 -2.416 -3.581
H 2.471 -2.543 -4.260
*
```

Its HOMO-LUMO gap (alpha / beta) is 0.295 / 0.227 Ha. Its LUMO energy (alpha / beta) is -2.788 / -4.612 eV. For the largest force on an atom, the calculation gives 0.78 eV/Å.

***

[3]
Here is a molecular structure, C22H27AuFN3O3 from the OMol25 dataset. Energies are from ωB97M-V with the def2-TZVPD basis set.

```
! RIJCOSX wB97M-V def2-TZVPD def2/J DEFGRID3
* xyz 0 3
Au 1.193 0.947 0.504
N 2.392 0.372 3.035
C 2.928 1.725 3.154
C 3.625 2.182 1.880
O 4.678 2.800 1.957
N 3.014 1.869 0.691
C 3.723 2.121 -0.444
C 5.083 -0.070 -0.904
O 5.678 0.326 -1.828
O 4.715 -0.691 0.015
H 3.132 -0.293 2.846
H 1.918 0.091 3.883
H 2.098 2.408 3.361
H 3.666 1.849 3.949
H 3.208 2.050 -1.391
H 4.632 2.702 -0.370
C 1.502 -0.184 -2.579
C 0.327 -1.146 -2.735
C -0.776 -0.503 -3.581
C -0.206 -1.825 -1.469
C -0.288 -3.216 -1.542
C -0.800 -3.979 -0.513
C -1.251 -3.349 0.630
C -1.204 -1.965 0.774
C -1.736 -1.412 2.096
C -3.036 -0.608 2.003
C -0.693 -0.662 2.921
C -0.669 -1.216 -0.289
N -0.613 0.219 -0.137
C -1.713 0.915 -0.495
C -2.849 0.307 -1.100
C -3.951 1.041 -1.458
C -3.987 2.418 -1.228
C -2.908 3.052 -0.628
C -1.804 2.316 -0.269
F -0.801 2.952 0.334
H 1.970 -0.037 -3.555
H 2.258 -0.575 -1.897
H 1.187 0.795 -2.218
H 0.710 -1.982 -3.324
H -1.135 0.425 -3.135
H -1.627 -1.173 -3.714
H -0.381 -0.255 -4.568
H 0.066 -3.704 -2.442
H -0.843 -5.057 -0.599
H -1.652 -3.941 1.444
H -1.987 -2.310 2.665
H -2.872 0.408 1.643
H -3.475 -0.527 3.000
H -3.767 -1.090 1.353
H -0.453 0.313 2.495
H 0.235 -1.231 2.988
H -1.076 -0.500 3.931
H -2.823 -0.757 -1.282
H -4.794 0.548 -1.924
H -4.856 2.995 -1.511
H -2.909 4.114 -0.425
*
```

Its HOMO-LUMO gap (alpha / beta) is 0.234 / 0.214 Ha. Its LUMO energy (alpha / beta) is 0.439 / -2.563 eV. For the largest force on an atom, the calculation gives 1.24 eV/Å.

***

[4]
Here is a molecular structure, C22H27BN4O3PdS3 from the OMol25 dataset. Energies are from ωB97M-V with the def2-TZVPD basis set.

```
! RIJCOSX wB97M-V def2-TZVPD def2/J DEFGRID3
* xyz -2 1
Pd 0.367 1.535 -2.250
C -1.128 0.955 -4.803
C -0.647 2.208 -4.086
O 0.470 2.732 -4.317
N -1.760 3.019 -3.648
C -1.511 3.902 -2.517
C -1.839 3.267 -1.190
C -2.349 4.007 -0.128
C -2.561 3.395 1.095
C -2.278 2.040 1.213
C -1.786 1.369 0.109
N -1.561 1.961 -1.068
H -0.284 0.485 -5.299
H -1.887 1.228 -5.554
H -1.558 0.233 -4.113
H -2.543 2.411 -3.450
H -2.059 4.844 -2.629
H -0.440 4.117 -2.524
H -2.559 5.062 -0.265
H -2.948 3.958 1.936
H -2.426 1.511 2.146
H -1.517 0.319 0.156
S -3.004 -6.095 -2.202
C -1.999 -4.766 -1.932
S -1.382 -3.830 -3.231
C -0.448 -2.747 -2.120
N -0.642 -3.143 -0.888
N -1.492 -4.251 -0.789
C -1.697 -4.700 0.553
C -2.487 -5.803 0.871
C -2.641 -6.191 2.199
C -2.025 -5.500 3.229
C -1.243 -4.396 2.909
C -1.076 -3.996 1.594
S 0.503 -1.503 -2.711
H -2.978 -6.355 0.087
H -3.260 -7.054 2.419
H -2.151 -5.812 4.259
H -0.752 -3.832 3.694
H -0.470 -3.138 1.346
C 3.469 -0.488 1.109
C 2.553 0.696 1.421
C 2.019 0.555 2.838
O 1.463 0.637 0.511
B 1.659 1.513 -0.611
O 2.785 2.328 -0.241
C 3.198 2.076 1.099
C 2.654 3.210 1.967
C 4.719 2.086 1.161
H 2.876 -1.403 1.184
H 4.319 -0.554 1.797
H 3.833 -0.421 0.083
H 1.579 -0.439 2.952
H 1.242 1.292 3.039
H 2.820 0.667 3.578
H 1.564 3.234 1.917
H 3.029 4.155 1.569
H 2.967 3.117 3.012
H 5.137 1.431 0.396
H 5.080 1.763 2.145
H 5.082 3.100 0.975
*
```

Its HOMO-LUMO gap is 0.143 Ha. Its LUMO energy is 4.319 eV. For the largest force on an atom, the calculation gives 0.71 eV/Å.

***

[5]
Here is a molecular structure, C22H27BeClN6OP from the OMol25 dataset. Energies are from ωB97M-V with the def2-TZVPD basis set.

```
! RIJCOSX wB97M-V def2-TZVPD def2/J DEFGRID3
* xyz 1 1
Be 0.355 0.604 0.076
N 0.561 0.817 1.996
C 0.000 -0.121 2.952
C 0.189 0.207 4.295
C -0.280 -0.591 5.317
C -0.929 -1.766 4.976
C -1.096 -2.099 3.647
C -0.666 -1.293 2.577
C -0.923 -1.729 1.165
C -1.723 -2.868 0.976
C -1.994 -3.394 -0.271
C -1.454 -2.777 -1.384
C -0.695 -1.633 -1.203
C -0.408 -1.037 0.035
H 1.516 1.000 2.288
H 0.074 1.706 2.097
H 0.728 1.118 4.531
H -0.132 -0.308 6.350
H -1.297 -2.430 5.747
H -1.571 -3.047 3.452
H -2.169 -3.376 1.817
H -2.612 -4.277 -0.370
H -1.642 -3.166 -2.379
H -0.330 -1.157 -2.101
C -3.339 1.112 0.966
P -2.283 2.061 -0.148
C -2.683 1.565 -1.835
C -2.813 3.781 -0.002
O -0.815 1.956 0.187
H -4.391 1.306 0.751
H -3.120 1.404 1.994
H -3.128 0.052 0.845
H -3.735 1.749 -2.050
H -2.457 0.507 -1.955
H -2.059 2.145 -2.517
H -3.877 3.868 -0.221
H -2.244 4.386 -0.707
H -2.620 4.138 1.009
Cl 5.206 3.326 -0.109
C 4.410 1.807 0.009
C 5.136 0.628 0.101
C 4.440 -0.566 0.192
C 3.055 -0.539 0.198
N 2.368 0.598 0.110
C 3.025 1.751 0.010
H 6.217 0.651 0.103
H 4.967 -1.507 0.266
H 2.461 -1.443 0.283
H 2.427 2.650 -0.089
N 1.774 -1.594 -4.017
C 1.223 -0.562 -4.689
N 1.108 -0.670 -6.019
N 0.809 0.542 -4.123
C 0.769 0.784 -2.855
N 0.677 1.097 -1.741
H 1.887 -2.489 -4.460
H 1.762 -1.579 -3.011
H 1.544 -1.425 -6.517
H 0.798 0.131 -6.541
*
```

Its HOMO-LUMO gap is 0.304 Ha. Its LUMO energy is -2.113 eV. For the largest force on an atom, the calculation gives 0.84 eV/Å.

***

[6]
Here is 4 unconnected molecules or ions with the total composition C22H27Br2F3N7 from the OMol25 dataset. Energies are from ωB97M-V with the def2-TZVPD basis set.

```
! RIJCOSX wB97M-V def2-TZVPD def2/J DEFGRID3
* xyz 1 1
N -1.171 2.772 3.444
C -0.124 3.158 2.792
C -0.073 3.439 1.246
N -0.335 2.240 0.408
C 0.303 2.026 -0.942
C 1.883 1.957 -0.888
C 2.465 0.645 -0.240
F 2.318 0.690 1.180
Br 1.615 -0.989 -0.994
C 4.046 0.477 -0.474
F 4.754 1.486 0.199
F 4.439 -0.742 0.127
Br 4.554 0.338 -2.369
C -1.205 1.274 0.791
N -0.792 -0.038 1.115
N -2.618 1.574 0.893
H -0.947 2.662 4.446
H 0.832 3.313 3.390
H -0.885 4.209 1.020
H 0.920 3.877 0.946
H -0.185 1.164 -1.483
H 0.044 2.953 -1.555
H 2.241 1.961 -1.971
H 2.316 2.908 -0.440
H -1.520 -0.453 1.723
H 0.011 0.093 1.759
H -2.815 1.874 1.869
H -2.846 2.392 0.314
N -3.738 -2.536 -1.207
C -4.166 -3.797 -1.355
C -3.835 -4.830 -0.492
C -3.009 -4.546 0.584
C -2.551 -3.249 0.758
C -2.943 -2.288 -0.158
H -4.807 -3.970 -2.213
H -4.213 -5.830 -0.659
H -2.726 -5.327 1.280
H -1.903 -2.991 1.588
H -2.614 -1.259 -0.064
N 7.603 -1.209 2.970
C 8.636 -0.806 3.724
C 9.086 0.505 3.780
C 8.433 1.455 3.009
C 7.364 1.059 2.221
C 6.992 -0.268 2.239
H 9.116 -1.586 4.305
H 9.925 0.774 4.409
H 8.754 2.491 3.023
H 6.827 1.768 1.604
H 6.160 -0.620 1.641
N -7.389 -0.517 -5.434
C -7.065 0.320 -4.439
C -6.156 0.015 -3.439
C -5.546 -1.230 -3.462
C -5.866 -2.116 -4.481
C -6.786 -1.713 -5.436
H -7.570 1.280 -4.461
H -5.931 0.734 -2.660
H -4.827 -1.508 -2.694
H -5.411 -3.097 -4.533
H -7.065 -2.369 -6.254
*
```

Its HOMO-LUMO gap is 0.235 Ha. Its LUMO energy is -4.741 eV. For the largest force on an atom, the calculation gives 4.08 eV/Å.

***

Repeat the fourth record exactly.
Here is a molecular structure, C22H27BN4O3PdS3 from the OMol25 dataset. Energies are from ωB97M-V with the def2-TZVPD basis set.

```
! RIJCOSX wB97M-V def2-TZVPD def2/J DEFGRID3
* xyz -2 1
Pd 0.367 1.535 -2.250
C -1.128 0.955 -4.803
C -0.647 2.208 -4.086
O 0.470 2.732 -4.317
N -1.760 3.019 -3.648
C -1.511 3.902 -2.517
C -1.839 3.267 -1.190
C -2.349 4.007 -0.128
C -2.561 3.395 1.095
C -2.278 2.040 1.213
C -1.786 1.369 0.109
N -1.561 1.961 -1.068
H -0.284 0.485 -5.299
H -1.887 1.228 -5.554
H -1.558 0.233 -4.113
H -2.543 2.411 -3.450
H -2.059 4.844 -2.629
H -0.440 4.117 -2.524
H -2.559 5.062 -0.265
H -2.948 3.958 1.936
H -2.426 1.511 2.146
H -1.517 0.319 0.156
S -3.004 -6.095 -2.202
C -1.999 -4.766 -1.932
S -1.382 -3.830 -3.231
C -0.448 -2.747 -2.120
N -0.642 -3.143 -0.888
N -1.492 -4.251 -0.789
C -1.697 -4.700 0.553
C -2.487 -5.803 0.871
C -2.641 -6.191 2.199
C -2.025 -5.500 3.229
C -1.243 -4.396 2.909
C -1.076 -3.996 1.594
S 0.503 -1.503 -2.711
H -2.978 -6.355 0.087
H -3.260 -7.054 2.419
H -2.151 -5.812 4.259
H -0.752 -3.832 3.694
H -0.470 -3.138 1.346
C 3.469 -0.488 1.109
C 2.553 0.696 1.421
C 2.019 0.555 2.838
O 1.463 0.637 0.511
B 1.659 1.513 -0.611
O 2.785 2.328 -0.241
C 3.198 2.076 1.099
C 2.654 3.210 1.967
C 4.719 2.086 1.161
H 2.876 -1.403 1.184
H 4.319 -0.554 1.797
H 3.833 -0.421 0.083
H 1.579 -0.439 2.952
H 1.242 1.292 3.039
H 2.820 0.667 3.578
H 1.564 3.234 1.917
H 3.029 4.155 1.569
H 2.967 3.117 3.012
H 5.137 1.431 0.396
H 5.080 1.763 2.145
H 5.082 3.100 0.975
*
```

Its HOMO-LUMO gap is 0.143 Ha. Its LUMO energy is 4.319 eV. For the largest force on an atom, the calculation gives 0.71 eV/Å.